Entry 1:
# C13H32N2O6P2

A single C13H32N2O6P2 molecule in a non-equilibrium geometry (ωB97M-V/def2-TZVPD, the OMol25 dataset).

Structure (XYZ):
```
55
Properties=species:S:1:pos:R:3:forces:R:3:lowdin_charge:R:1
P -0.342382 -1.479260 -0.671321 -0.093 -1.518 0.638 0.5710
P 1.039492 1.545299 0.970168 0.773 1.060 -0.377 0.4507
O 0.423068 0.872045 2.123964 -0.198 0.012 -0.015 -0.2597
O 0.042801 -0.823191 -1.933009 -0.248 0.476 -0.265 -0.2654
O 1.306208 3.116024 1.239036 -0.263 -0.763 -0.507 -0.1935
O 2.466393 0.918010 0.674460 -0.609 -0.112 0.251 -0.1863
O -0.961532 -2.961032 -0.913962 -0.011 1.028 0.434 -0.2427
O 1.020923 -1.689353 0.139072 -0.572 0.192 -0.565 -0.2125
N 0.301876 1.637951 -0.515109 0.567 -0.537 0.930 -0.0645
N -2.513299 0.238901 -0.050782 0.067 0.214 -0.261 -0.2006
C -0.393215 -3.746091 -1.954390 0.236 -0.448 -0.524 -0.2830
C -2.117819 1.602252 0.221311 0.096 0.272 -0.067 -0.1868
C -0.176926 4.520049 2.533274 0.356 -0.245 -0.140 -0.0675
C 1.192939 -2.139809 1.477377 0.125 -0.259 0.654 -0.2630
C 3.425491 0.262689 -1.446518 -0.149 0.208 0.338 -0.0609
C -1.010019 2.235041 -0.643517 -0.496 0.214 0.129 -0.1990
C 3.257418 1.371944 -0.421149 0.514 0.126 -0.496 -0.2722
C -4.013106 -1.206910 -1.356063 0.140 0.236 -0.065 -0.0753
C -3.070997 -0.006806 -1.368353 -0.324 -0.110 0.000 -0.2537
C 1.081429 3.665366 2.526420 -0.101 0.324 0.719 -0.2844
C -1.148252 -3.553754 -3.258845 0.091 0.073 0.338 -0.0700
C 0.489470 -3.452993 1.771533 0.149 0.235 -0.203 -0.0671
C -1.662537 -0.795081 0.453647 0.365 -0.351 -0.045 -0.1853
H -1.161428 -0.435600 1.352629 0.040 -0.071 0.015 0.0813
H -0.295118 4.992572 3.504632 -0.060 0.063 0.101 0.0759
H 0.658826 -3.473363 -2.086956 -0.035 -0.135 0.026 0.1156
H -4.544193 -1.263389 -2.303023 -0.052 -0.088 -0.098 0.0738
H -0.455273 -4.786110 -1.616946 0.089 0.150 -0.036 0.1207
H 2.276219 -2.251816 1.581526 -0.158 0.044 0.061 0.1266
H -2.273350 -1.663486 0.721959 0.186 -0.101 -0.026 0.1024
H 4.229077 1.659714 -0.005158 -0.162 0.038 -0.054 0.1205
H -4.737651 -1.104169 -0.552070 -0.096 -0.011 0.077 0.0790
H -1.065600 -2.516453 -3.570195 0.000 0.078 -0.096 0.0669
H -0.587135 -3.338574 1.675943 -0.122 -0.102 0.063 0.0648
H 3.898598 -0.599432 -0.983954 0.071 -0.108 0.010 0.0789
H -1.285285 2.192033 -1.700167 0.016 0.094 0.049 0.1195
H -3.635317 0.886304 -1.649363 0.059 -0.008 -0.043 0.1194
H -1.799120 1.645980 1.265131 -0.112 0.063 0.014 0.1028
H 2.458067 -0.046581 -1.831480 -0.083 -0.055 -0.110 0.0525
H -2.198729 -3.799473 -3.123971 -0.106 -0.063 -0.025 0.0750
H -3.015821 2.222145 0.112882 0.079 0.042 0.042 0.1217
H 0.989961 2.854335 3.255070 0.080 0.158 -0.021 0.1048
H 0.393816 0.781706 -1.049725 0.115 -0.059 -0.409 0.0362
H -1.046898 3.899726 2.331887 -0.142 -0.039 0.012 0.0654
H 0.819488 -4.223856 1.078319 -0.026 -0.118 -0.026 0.0787
H -2.288639 -0.172408 -2.120555 -0.060 0.147 -0.070 0.0991
H -0.921978 3.285324 -0.348783 -0.119 0.028 -0.139 0.1087
H -0.726253 -4.194626 -4.028349 0.021 -0.075 -0.107 0.0765
H 0.862285 -1.355783 2.162084 0.073 -0.015 -0.086 0.0930
H 4.044856 0.613392 -2.268073 0.078 0.026 -0.094 0.0775
H -3.458999 -2.130895 -1.218839 -0.006 -0.173 0.009 0.0502
H 0.723778 -3.766219 2.785829 0.005 -0.024 0.098 0.0811
H 1.959321 4.272541 2.768933 -0.089 -0.098 -0.005 0.1193
H 2.786356 2.249096 -0.871229 0.131 -0.020 0.017 0.1071
H -0.110222 5.289736 1.768235 -0.027 0.109 -0.049 0.0767
```
Positions in Å, forces in eV/Å.

Summary:
highest occupied orbital energy = -8.137 eV
structure (SMILES) = CCOP(=O)(CN(CC)CCNP(=O)(OCC)OCC)OCC
energy above the lowest of the compared OMol25 structures with the same formula, charge and spin = 0.0 kJ/mol

Entry 2:
# C13H32N4O10SZr

A molecular structure, C13H32N4O10SZr in a non-equilibrium geometry (ωB97M-V/def2-TZVPD, the OMol25 dataset).

Structure (XYZ):
```
61
Properties=species:S:1:pos:R:3:forces:R:3:lowdin_charge:R:1
Zr -1.113195 27.435817 -5.016206 -1.049 -0.947 -2.558 1.9187
S -0.132265 29.301421 -3.054357 0.382 2.642 2.810 0.2121
O -2.886195 26.558416 -3.525849 -0.816 -1.589 0.951 -0.0888
O -0.844184 28.429820 -6.759747 0.414 -0.063 -0.079 -0.4128
O -0.217186 26.231273 -3.408714 -0.137 -1.251 1.180 -0.1353
O -0.141430 30.747056 -3.049751 0.394 -0.621 0.013 -0.2904
O 0.694548 26.274489 -5.862299 1.604 -1.357 -1.703 -0.1487
O -3.129890 28.445147 -5.447603 -4.195 1.004 -0.246 -0.1366
O 0.296223 28.656100 -1.845855 0.464 0.066 1.528 -0.3127
O -2.004598 25.661124 -6.000904 0.709 1.316 -0.313 -0.4790
O 0.458572 28.652339 -4.179481 6.657 -1.585 -5.478 -0.4368
O -1.413178 28.759980 -3.466688 -7.762 -0.215 1.190 -0.4974
N -5.188012 29.412080 -4.773401 -0.346 -0.007 -0.661 -0.1567
N 1.900198 26.784697 -7.747412 -1.623 -0.833 1.612 -0.1713
N 0.890162 24.340790 -2.758034 -0.237 1.551 0.795 -0.1682
N -3.632892 26.430364 -1.379530 0.354 -2.335 -1.190 -0.1812
C -4.873733 29.869923 -3.430164 1.536 -0.103 0.344 -0.0365
C -4.343679 28.772759 -5.652159 2.528 0.224 1.456 -0.1720
C 0.840277 23.672311 -4.045024 -1.242 -0.351 0.566 -0.0268
C 1.228778 25.903461 -6.936303 -0.392 2.968 0.430 -0.2042
C 2.332595 26.348584 -9.048634 1.147 -0.974 0.220 -0.0644
C 1.522457 23.535942 -1.703994 -0.295 0.259 -0.561 -0.0413
C 0.270833 25.534914 -2.516933 1.843 -0.434 -1.101 -0.1966
C -6.580232 29.765440 -5.147800 0.910 -0.748 0.267 -0.0410
C -2.345399 24.390349 -6.476509 0.011 1.083 1.795 -0.2622
C -3.607831 26.010839 -2.679187 0.794 2.917 -0.238 -0.2325
C -4.788969 26.022144 -0.594602 -0.459 1.118 -0.449 -0.0536
C -2.647418 27.284965 -0.785276 0.199 0.912 1.001 -0.0358
C 2.339002 28.110662 -7.267867 0.215 -0.271 -1.288 -0.0108
H 1.818670 28.543916 -6.413680 -0.151 -0.586 -0.032 0.0802
H 0.462533 25.891899 -1.493203 -0.598 0.144 -0.122 0.1553
H -5.220510 29.247882 -2.604990 -0.204 -0.587 -0.316 0.0840
H -6.708974 29.628582 -6.221480 -0.250 0.113 0.157 0.0849
H -5.545541 26.756627 -0.870694 -0.584 -0.039 0.328 0.0818
H 1.928151 25.360726 -9.269210 -0.268 0.104 0.034 0.0849
H -6.802240 30.776127 -4.805266 0.212 0.136 -0.446 0.0834
H -4.656141 26.138959 0.480950 0.365 -0.451 -0.144 0.0916
H -1.578651 23.870467 -7.050883 0.458 -0.053 -0.081 0.0512
H -2.561383 23.862455 -5.547649 -0.027 -1.126 -0.070 0.0566
H 2.132335 26.990091 -9.906813 -0.271 0.354 0.428 0.0950
H -5.278997 30.853571 -3.192910 -0.081 0.129 -0.617 0.0886
H -5.178093 25.052158 -0.904160 0.295 -0.096 0.313 0.0858
H 1.829405 23.360816 -4.380715 -0.069 0.177 -0.073 0.0996
H -2.148552 26.835019 0.073082 -0.218 -0.525 0.157 0.0924
H -7.241768 29.125006 -4.564442 -0.236 -0.199 -0.294 0.0872
H -1.817535 27.661960 -1.383003 -0.572 -0.161 -0.720 0.0612
H -4.793913 28.626594 -6.646192 0.023 -0.130 0.254 0.1475
H 0.987561 22.586415 -1.723409 0.321 -0.246 0.343 0.0859
H 3.406510 26.181230 -8.966199 0.329 0.192 -0.503 0.0903
H -3.208224 28.121352 -0.368079 0.260 0.450 -0.024 0.0971
H 0.254378 24.233067 -4.773288 0.469 0.317 0.058 0.0702
H -4.439071 25.343092 -2.953681 0.303 -0.252 0.046 0.1461
H -0.402692 28.715332 -7.583212 -0.494 -0.424 1.184 0.0130
H 2.575099 23.402141 -1.953294 -0.009 -0.239 -0.068 0.0906
H 0.220463 22.808634 -3.804202 0.228 -0.656 -0.562 0.0926
H 2.217442 28.746447 -8.144854 -0.101 0.423 0.179 0.0879
H -3.262934 24.322748 -7.061037 -0.240 0.463 -0.320 0.0557
H -3.788765 29.929697 -3.344313 0.101 -0.068 0.094 0.0910
H 1.500732 23.959503 -0.699884 -0.380 0.302 -0.231 0.0908
H 3.416647 28.045361 -7.117783 0.084 0.086 0.371 0.0931
H 1.191942 24.888488 -7.361372 -0.299 0.073 0.385 0.1472
```
Positions in Å, forces in eV/Å.

Summary:
highest occupied orbital energy = -7.648 eV
energy above the lowest of the compared OMol25 structures with the same formula, charge and spin = 274.9 kJ/mol

Entry 3:
# C13H32NNbO3

A molecular structure, C13H32NNbO3 in a non-equilibrium geometry (ωB97M-V/def2-TZVPD, the OMol25 dataset).

Structure (XYZ):
```
50
Properties=species:S:1:pos:R:3:forces:R:3:lowdin_charge:R:1
Nb 2.371032 1.023429 -0.406592 0.730 -2.654 1.346 1.0763
O -3.567760 2.866129 -0.191411 -0.015 -0.082 0.142 -0.0286
O -1.947002 4.250624 0.446980 -0.636 -0.537 -0.871 0.1127
O 1.998602 -4.049589 0.644765 0.260 0.369 0.146 0.3154
N 2.372387 -0.417740 1.115257 -1.016 0.726 -0.537 -0.1694
C -2.075256 -1.089404 -0.993340 -0.618 -0.210 -0.086 -0.2103
C 2.118192 0.011584 2.294055 0.467 0.013 0.089 -0.5834
C -1.693861 3.292446 -1.721895 0.223 -0.437 -0.078 0.0082
C 0.757515 -0.943708 -2.345369 1.275 0.296 0.305 -0.3188
C -2.748776 0.772800 0.723056 -0.416 -0.524 0.388 -0.1574
C -2.357771 -0.692879 0.462232 0.618 0.061 -0.107 -0.1904
C 3.200429 -0.004617 3.358286 -0.029 -0.028 -0.175 -0.0622
C 0.352555 -1.848327 -1.205067 -0.717 -0.794 0.178 -0.3008
C 2.239406 -0.573249 -2.019362 -0.178 0.418 -0.396 -0.4228
C -2.385091 3.515339 -0.410538 0.643 0.740 1.032 -0.5239
C -1.113028 -2.278370 -1.096751 -0.037 0.124 -0.048 -0.2074
C 0.769225 0.526254 2.740736 0.012 -0.176 0.063 -0.0791
C -3.571699 1.438723 -0.363328 -0.031 0.438 -0.329 -0.1830
H 0.902913 1.352432 3.438520 -0.058 0.064 -0.098 0.0803
H -2.345076 3.473935 -2.576499 -0.079 0.122 0.072 0.0927
H 0.984557 -2.753274 -1.309052 -0.112 -0.046 -0.066 0.0757
H -1.853959 1.352502 0.951998 0.032 0.106 -0.329 0.0915
H -3.355150 0.783994 1.633657 0.149 0.187 0.061 0.1194
H 0.184724 0.839436 1.879099 0.005 0.010 0.036 0.0103
H 2.400411 2.356270 -1.641042 -0.351 -0.026 0.177 -0.1652
H 3.180531 -0.972460 3.868081 -0.006 0.013 0.042 0.0746
H 3.058918 0.774123 4.105491 -0.008 0.003 -0.020 0.0726
H 2.581297 2.337464 0.878722 0.210 0.242 -0.025 -0.1570
H 4.207203 1.043075 -0.574503 -0.091 0.633 -0.306 -0.1593
H -3.023600 -1.382523 -1.457401 0.014 0.089 -0.016 0.1151
H 0.229953 -0.258860 3.284058 0.053 -0.032 -0.009 0.0829
H 2.696488 -1.468735 -1.569077 0.339 0.029 -0.189 -0.0034
H 0.517319 1.238695 -0.313058 -0.153 0.596 -0.282 -0.1091
H 2.029493 -4.409219 -0.264755 -0.073 0.147 -0.096 0.1853
H 1.121591 -4.207043 1.045002 -0.091 0.114 -0.067 0.1909
H 0.733584 -1.416366 -3.332719 -0.445 -0.195 0.138 0.1039
H 4.166345 0.112278 2.872460 0.030 -0.025 0.055 0.0738
H -3.220538 1.202505 -1.368015 0.011 -0.094 0.006 0.0999
H -4.625675 1.165235 -0.305350 0.066 -0.087 -0.002 0.1318
H 0.649854 -1.378211 -0.260968 -0.041 0.142 -0.101 0.0486
H 2.183691 -3.066478 0.614096 -0.049 0.243 -0.022 0.1671
H 0.145188 -0.043931 -2.356752 -0.069 -0.045 -0.131 0.0572
H -1.361985 2.252063 -1.785111 0.030 0.036 0.032 0.0511
H 2.782525 -0.317260 -2.931327 0.104 -0.080 0.065 0.0175
H -1.432031 -0.869056 1.024177 -0.061 0.014 0.070 0.0881
H -3.089883 -1.391533 0.876256 -0.103 0.093 -0.037 0.1106
H -1.392597 -2.926830 -1.932451 0.070 0.100 -0.066 0.1075
H -1.259223 -2.876544 -0.183671 0.053 -0.119 -0.075 0.0940
H -0.792190 3.898476 -1.757096 -0.142 0.078 -0.028 0.0929
H -1.723774 -0.243606 -1.584485 0.228 -0.051 0.145 0.0837
```
Positions in Å, forces in eV/Å.

Summary:
highest occupied orbital energy = -7.213 eV

Number 2 is which compound? C13H32N4O10SZr